1.
{"formula": "C3H7NOS", "method": "ωB97M-V with the def2-TZVPD basis set", "species": ["C", "C", "C", "N", "O", "S", "H", "H", "H", "H", "H", "H", "H"], "positions_angstrom": [[1.005230, 1.180084, -0.823308], [-0.078768, -0.151002, -0.639717], [0.678772, -1.404086, -0.415775], [-1.760631, 0.908329, 1.075574], [-2.548030, -0.575299, -0.727965], [-1.682538, 0.556709, -0.565663], [0.723625, 2.067669, -1.363573], [2.085716, 1.184740, -0.720125], [-0.046532, -2.169020, -0.632154], [0.831725, -1.688925, 0.709944], [1.568483, -1.565486, -0.905273], [-2.140727, 0.327769, 1.757438], [-1.385178, 1.773429, 1.448896]], "forces_ev_per_a": [[-4.116, -4.510, -0.085], [7.491, 7.014, -0.928], [-3.466, -1.146, 3.917], [0.589, 1.953, -0.748], [-1.977, -1.551, -0.488], [1.514, 0.461, 1.209], [-0.871, 0.264, 0.196], [-0.038, -0.995, 0.277], [-0.092, -0.875, -0.656], [-0.064, 1.005, -1.606], [1.788, 0.151, -1.342], [-0.720, -1.575, 0.782], [-0.039, -0.195, -0.528]], "gap_ev": [8.525, 8.666], "relative_energy_kj_mol": 547.0, "homo_ev": [-8.598, -8.880]}


2.
{"formula": "C24H50F6N2O16P3S2Ti", "method": "ωB97M-V with the def2-TZVPD basis set", "species": ["Ti", "C", "F", "F", "F", "S", "O", "O", "N", "S", "O", "O", "C", "F", "F", "F", "C", "C", "O", "P", "O", "O", "C", "C", "O", "C", "C", "H", "H", "H", "H", "H", "H", "H", "H", "H", "H", "H", "H", "H", "H", "H", "C", "C", "O", "P", "O", "O", "C", "C", "O", "C", "C", "H", "H", "H", "H", "H", "H", "H", "H", "H", "H", "H", "H", "H", "H", "H", "C", "C", "O", "P", "O", "O", "C", "C", "O", "C", "C", "H", "H", "H", "H", "H", "H", "H", "H", "H", "H", "H", "H", "H", "H", "H", "N", "C", "C", "C", "C", "H", "H", "H", "H", "H"], "positions_angstrom": [[-0.352610, -1.082289, 1.859819], [4.070328, -1.727560, 1.370710], [5.133239, -2.528084, 1.435034], [4.448982, -0.468440, 1.602720], [3.497792, -1.802441, 0.163095], [2.880929, -2.339069, 2.717401], [2.152864, -3.462484, 2.157070], [3.731008, -2.678592, 3.828541], [1.760981, -1.035667, 2.924136], [2.151265, -0.468224, 4.331498], [1.772612, -1.306666, 5.448878], [3.484372, 0.089977, 4.337985], [1.004516, 1.023046, 4.533263], [1.153771, 1.496507, 5.772129], [1.332579, 2.013675, 3.690000], [-0.277803, 0.675894, 4.342155], [-4.601079, 2.593558, 5.007451], [-3.577574, 1.808266, 4.200398], [-3.657286, 2.318962, 2.854819], [-2.426098, 2.081186, 1.859186], [-1.969636, 0.698939, 1.646585], [-1.290938, 3.047076, 2.379925], [-1.522991, 4.397028, 2.758622], [-1.017218, 4.700350, 4.145175], [-2.925466, 2.765537, 0.499283], [-2.004623, 2.809079, -0.587018], [-2.582767, 3.749324, -1.636100], [-4.190907, 3.542707, 5.353488], [-5.443673, 2.746505, 4.333194], [-4.958345, 2.106811, 5.914331], [-2.560660, 1.995061, 4.554098], [-3.798580, 0.740935, 4.226419], [-0.970713, 5.048310, 2.074798], [-2.571515, 4.702136, 2.714121], [0.004739, 4.342100, 4.280211], [-1.069784, 5.777769, 4.292541], [-1.611606, 4.186746, 4.906009], [-1.006795, 3.154646, -0.309915], [-1.881312, 1.800199, -0.993256], [-2.850733, 4.674544, -1.121850], [-1.867500, 4.094680, -2.387022], [-3.402579, 3.282693, -2.178620], [2.519394, -2.793596, -3.486696], [1.707377, -1.936792, -2.516310], [0.297212, -2.101727, -2.674600], [-0.530223, -2.791634, -1.484873], [-0.651934, -2.056539, -0.213415], [-1.922972, -3.174281, -2.133038], [-1.935638, -3.762018, -3.457186], [-2.311190, -5.218782, -3.348038], [0.302690, -4.172697, -1.382025], [0.282440, -4.862615, -0.126867], [1.248182, -6.013007, -0.221193], [3.571591, -2.616259, -3.260528], [2.339555, -3.867588, -3.417963], [2.330631, -2.538370, -4.531269], [2.012853, -2.202224, -1.504291], [2.000731, -0.906830, -2.717322], [-2.665992, -3.191103, -4.030143], [-0.985735, -3.680136, -3.982293], [-1.562233, -5.753849, -2.760503], [-3.283800, -5.461120, -2.916407], [-2.348552, -5.714920, -4.322042], [0.631606, -4.253977, 0.712995], [-0.732072, -5.153549, 0.165083], [2.261066, -5.704188, -0.484692], [1.301948, -6.631293, 0.675224], [1.008458, -6.729927, -1.016856], [3.056837, 4.867970, -5.377273], [3.437374, 3.577819, -4.656998], [2.872426, 3.518587, -3.326466], [1.291611, 3.251495, -3.180825], [0.397632, 4.135978, -3.944164], [1.208647, 1.679490, -3.601072], [-0.059634, 1.084976, -3.818567], [0.072579, 0.182414, -5.071715], [1.093680, 3.249750, -1.603927], [1.884843, 2.463407, -0.707381], [1.322745, 1.066783, -0.504655], [3.263683, 5.735476, -4.746918], [3.676640, 4.992698, -6.266851], [1.999965, 4.902476, -5.623041], [3.072879, 2.737490, -5.250277], [4.513256, 3.499553, -4.535604], [-0.379869, 0.529048, -2.935487], [-0.870406, 1.769879, -4.077760], [0.109912, 0.888883, -5.901542], [1.001803, -0.383385, -5.040839], [-0.785837, -0.474318, -5.197815], [2.908088, 2.380216, -1.078852], [1.895754, 2.993672, 0.244309], [1.318018, 0.502303, -1.430421], [1.912997, 0.482256, 0.212027], [0.403709, 1.107669, 0.084028], [-2.777292, -2.222337, 2.840337], [-2.029991, -3.237515, 2.236472], [-0.911229, -3.493988, 2.998677], [-1.003156, -2.675126, 4.144421], [-2.115567, -1.860958, 3.994800], [-3.537147, -1.733327, 2.405456], [-2.325263, -3.647012, 1.286042], [-0.121615, -4.198388, 2.800221], [-0.373674, -2.753733, 5.015605], [-2.499016, -1.195942, 4.750030]], "forces_ev_per_a": [[-0.267, -0.240, 0.321], [-0.341, 0.190, 0.929], [-0.251, 0.240, -0.422], [-0.160, -0.553, -0.280], [0.315, 0.001, 0.201], [-1.077, -0.954, -0.165], [0.334, 1.030, -0.389], [-0.374, 0.811, -0.628], [1.192, -2.260, -1.272], [0.808, 1.533, 2.823], [-0.192, 0.478, -0.598], [-0.754, 0.123, 0.094], [0.871, -0.241, -0.390], [-0.222, -0.245, -0.211], [-0.301, -0.323, 0.032], [0.002, 0.270, 0.117], [0.077, 0.075, -0.054], [0.093, 0.339, 0.668], [0.461, -0.383, -1.291], [-0.535, 1.108, -0.763], [0.369, -0.252, 0.428], [0.166, -0.835, 0.226], [0.116, 1.319, 0.073], [0.118, -0.720, 0.324], [-0.465, -0.308, 1.671], [0.484, 0.007, -1.506], [0.367, 0.286, 0.104], [-0.087, 0.156, -0.352], [-0.141, 0.233, 0.253], [0.134, -0.401, -0.163], [-0.047, -0.310, 0.168], [0.097, 0.014, -0.256], [-0.090, -0.293, -0.262], [-0.084, -0.438, -0.296], [0.055, 0.227, -0.117], [0.047, -0.015, 0.166], [-0.092, 0.186, 0.006], [-0.171, 0.066, 0.453], [-0.044, 0.000, 0.109], [-0.540, -0.125, -0.080], [0.337, -0.489, 0.108], [-0.294, 0.232, 0.248], [-0.299, -0.163, -0.138], [1.299, -0.636, -0.276], [-1.140, -0.036, 0.535], [1.252, -0.672, -0.595], [-0.146, -0.053, -0.621], [0.818, 0.682, 0.097], [-0.762, -0.503, -0.346], [-0.038, -0.925, -0.080], [-0.727, 1.136, 0.255], [0.529, -0.492, 1.245], [0.186, -1.183, -0.818], [0.037, 0.008, -0.115], [-0.135, 0.056, 0.373], [0.023, 0.258, 0.055], [-0.179, 0.190, 0.050], [-0.476, 0.150, 0.155], [-0.043, 0.004, 0.086], [0.178, 0.214, 0.343], [0.032, 0.065, 0.004], [-0.022, 0.592, 0.229], [0.253, 0.300, -0.137], [-0.004, 0.505, -0.534], [-0.047, -0.273, -0.470], [-0.050, 0.416, 0.330], [-0.085, 0.393, 0.249], [-0.385, 0.205, -0.024], [0.390, 0.263, 0.352], [-0.473, 0.487, -0.491], [-0.995, -0.274, -0.001], [0.821, -0.679, -0.016], [0.207, -0.520, 0.700], [0.164, 1.415, 0.223], [-0.844, -1.345, -1.119], [0.092, 0.867, 0.638], [-0.391, 0.579, -0.874], [0.615, -0.907, 0.431], [0.288, 0.107, 0.951], [0.026, -0.080, 0.102], [-0.138, -0.168, -0.112], [0.008, -0.111, -0.128], [0.127, -0.224, 0.167], [0.019, -0.066, 0.142], [0.253, -0.051, 0.088], [0.360, 0.582, 0.373], [0.101, -0.291, -0.271], [-0.069, -0.146, 0.007], [0.010, -0.044, 0.079], [-0.027, 0.275, -0.040], [0.016, 0.134, -0.117], [-0.567, 0.039, 0.073], [0.557, 0.289, -0.235], [-0.566, -0.047, -0.784], [0.964, -1.039, 0.050], [-0.079, 0.837, -0.318], [-0.516, -0.303, -0.052], [-0.434, 0.554, 0.078], [0.482, -0.453, 0.636], [-0.064, 0.026, 0.010], [-0.086, 0.061, -0.011], [-0.143, -0.105, -0.032], [0.145, 0.376, -0.078], [-0.239, 0.184, -0.296]], "gap_ev": [4.765, 9.052], "spin_multiplicity": 4, "homo_ev": [-4.597, -8.908]}


3.
{"formula": "C14H25CsN3O8", "method": "ωB97M-V with the def2-TZVPD basis set", "species": ["Cs", "O", "C", "C", "N", "C", "C", "O", "O", "C", "C", "O", "O", "H", "H", "H", "H", "H", "H", "H", "H", "H", "C", "N", "C", "C", "O", "C", "O", "C", "C", "O", "N", "C", "C", "H", "H", "H", "H", "H", "H", "H", "H", "H", "H", "H", "H", "H", "H", "H", "H"], "positions_angstrom": [[0.152819, -0.016618, 0.346405], [-2.826983, -0.620561, -1.930475], [-2.998630, 0.692842, -2.424751], [-3.260302, 1.717628, -1.329986], [-2.123721, 1.876235, -0.425900], [-1.427157, 3.148850, -0.613741], [0.089763, 3.205854, -0.243234], [0.435827, 4.168878, 0.471453], [0.826840, 2.312554, -0.733576], [-2.449479, 1.599579, 0.971415], [-2.763363, 0.094177, 1.261905], [-3.742555, -0.400285, 0.646062], [-2.001385, -0.488728, 2.058027], [-3.211488, -0.656342, -1.025150], [-2.089298, 0.973955, -2.967511], [-3.838073, 0.722205, -3.135880], [-3.518770, 2.673877, -1.804952], [-4.132145, 1.385900, -0.763825], [-1.466081, 3.380772, -1.681710], [-1.935444, 3.964183, -0.077160], [-1.603190, 1.912722, 1.584301], [-3.318738, 2.196173, 1.300979], [1.383632, -5.341103, -0.434090], [2.117748, -4.585748, 0.566281], [3.053673, -5.328619, 1.386337], [2.074859, -3.222253, 0.514398], [1.403633, -2.621645, -0.299975], [2.935408, -2.515030, 1.559253], [2.729950, -1.140532, 1.475641], [3.503010, -0.396587, 2.385956], [2.823245, 0.976979, 2.539682], [1.612657, 1.049233, 2.477302], [3.599349, 2.071263, 2.699806], [2.942474, 3.374148, 2.639528], [4.989044, 2.062180, 3.099059], [0.855440, -6.165033, 0.047250], [2.057750, -5.746212, -1.194314], [0.667045, -4.680161, -0.910608], [2.677584, -6.343530, 1.504368], [3.151810, -4.897603, 2.379793], [4.048200, -5.386579, 0.930251], [3.988879, -2.778217, 1.374436], [2.676613, -2.882902, 2.560775], [4.528286, -0.313324, 2.014391], [3.529305, -0.885867, 3.369831], [2.133516, 3.371332, 1.905280], [3.687197, 4.111328, 2.338051], [2.530804, 3.657915, 3.612292], [5.364951, 1.051054, 3.222456], [5.103724, 2.577598, 4.056823], [5.608891, 2.577834, 2.361000]], "forces_ev_per_a": [[0.061, -0.952, -0.654], [0.028, 0.052, 0.035], [0.036, 0.000, 0.074], [-0.028, -0.104, -0.054], [0.035, 0.022, -0.158], [-0.034, 0.040, 0.027], [-0.145, 0.186, 0.033], [0.051, -0.081, 0.032], [0.055, 0.597, -0.197], [-0.203, 0.161, 0.169], [-0.184, 0.258, 0.007], [0.040, -0.026, -0.022], [-0.358, -0.035, 0.319], [-0.024, -0.003, -0.064], [0.008, -0.018, -0.025], [-0.013, 0.009, -0.024], [0.030, 0.030, 0.014], [-0.004, 0.024, 0.023], [0.023, -0.006, -0.004], [0.002, 0.003, 0.022], [-0.008, -0.012, 0.047], [0.000, 0.000, 0.010], [0.031, 0.054, 0.041], [-0.034, -0.076, 0.017], [-0.024, 0.049, -0.076], [-0.016, -0.118, -0.045], [0.299, -0.148, 0.135], [0.087, 0.008, -0.018], [0.016, -0.002, 0.035], [0.000, 0.091, 0.042], [0.028, -0.064, -0.057], [0.234, 0.010, 0.364], [0.098, 0.070, -0.060], [-0.070, 0.029, -0.008], [-0.083, 0.019, -0.052], [0.000, -0.012, -0.007], [-0.005, -0.010, -0.021], [-0.003, -0.013, -0.014], [-0.002, -0.007, 0.021], [-0.003, 0.004, 0.017], [0.006, -0.019, 0.000], [0.013, 0.003, 0.024], [-0.022, 0.012, 0.019], [0.014, -0.017, -0.019], [-0.009, 0.017, 0.011], [0.041, -0.004, 0.001], [-0.008, 0.004, 0.007], [0.023, -0.008, 0.014], [0.005, -0.016, 0.016], [0.013, 0.002, 0.011], [0.004, -0.006, -0.004]], "gap_ev": 6.145, "relative_energy_kj_mol": 32.6, "charge": -1, "homo_ev": -4.424}


4.
{"formula": "C4H6OS2", "method": "ωB97M-V with the def2-TZVPD basis set", "species": ["C", "C", "C", "C", "O", "S", "S", "H", "H", "H", "H", "H", "H"], "positions_angstrom": [[1.452429, 0.824242, -0.241153], [-0.716420, -1.415672, -0.379592], [-1.759638, -1.313815, 0.385697], [0.245327, 1.097004, 0.179865], [0.178221, -1.768455, -1.012061], [2.870942, 0.322912, 0.725982], [-1.037898, 1.778144, -0.860938], [1.589408, 0.529733, -1.272520], [-2.703177, -1.578786, -0.181072], [2.423131, 0.273972, 2.053017], [-1.576452, -0.845714, 1.328092], [0.092212, 1.071243, 1.267069], [-1.058081, 1.025196, -1.992380]], "forces_ev_per_a": [[1.186, -1.646, 0.317], [0.076, -1.667, 0.260], [-1.355, -0.158, -1.145], [-0.647, 0.914, 0.516], [0.831, 0.323, -0.924], [-0.417, -0.040, 0.636], [-0.313, 0.262, 0.179], [0.477, 0.692, -0.307], [0.961, 0.591, 1.371], [-0.036, 0.251, -1.431], [-0.694, 0.171, 0.426], [-0.513, 0.439, -0.513], [0.444, -0.132, 0.615]], "gap_ev": 9.081, "relative_energy_kj_mol": 276.4, "smiles": "S/C=C/S.C=C=O", "homo_ev": -8.458}


| no. | electronic energy (eV) |
| --- | --- |
| 1 | -17592.26002 |
| 2 | -150402.27308 |
| 3 | -36324.32078 |
| 4 | -27960.41343 |